Record 1
Computed, not measured: the ion C6H13N4O3 with charge +1 in a non-equilibrium geometry, with ωB97M-V with the def2-TZVPD basis set.

Each line ends with the natural charge from an NBO analysis.
Positions of all 26 atoms, in Å:
C1 1.508087 -0.536365 -0.581932  0.823
C2 2.496034 -0.730156 1.658056  0.820
C3 -0.846261 1.595859 -1.465662  0.376
C4 -0.994095 -0.334325 1.231904  -0.644
C5 -3.100219 1.090683 -2.090350  -0.316
C6 0.345094 0.550862 1.058291  -0.289
N1 0.652529 -0.317896 -1.595907  -0.375
N2 1.506724 -0.174815 0.730950  -0.445
N3 2.065281 -0.718404 2.931314  -0.806
N4 -0.635140 0.231356 -1.609432  -0.516
O1 2.518760 -1.238669 -1.108700  -0.620
O2 3.520961 -1.176850 1.224907  -0.588
O3 -2.064936 1.882350 -1.625523  -0.451
H1 -0.763946 -1.246046 2.023396  0.217
H2 -1.787156 0.217303 1.684516  0.238
H3 -1.471197 -0.595348 0.305130  0.224
H4 -3.147764 1.091580 -3.225750  0.219
H5 -4.085092 1.513116 -1.831869  0.236
H6 -3.078863 0.097851 -1.628305  0.183
H7 0.106743 1.204947 0.191629  0.251
H8 0.493248 1.164884 1.875756  0.225
H9 0.995319 -0.767039 -2.357335  0.424
H10 1.097487 -0.296010 3.230109  0.429
H11 2.713044 -0.771623 3.706844  0.441
H12 -1.225367 -0.371724 -2.312369  0.414
H13 3.180725 -1.365521 -0.419665  0.531

Cartesian forces, eV/Å:
1.9 -1.3 -0.7
-1.5 0.4 0.1
1.9 -1.4 0.2
2.3 -1.4 2.7
-2.2 -1.2 -1.6
-4.1 -0.6 -1.1
-1.2 2.3 4.3
0.3 -1.2 -2.3
-2.6 1.5 1.1
-1.0 -1.8 -3.0
-1.5 0.8 0.3
0.7 -0.2 0.0
-1.0 2.5 0.1
-0.8 2.0 -2.4
-0.2 0.9 0.8
0.6 -0.9 -0.4
0.5 -0.4 1.3
0.7 0.3 0.3
0.0 0.0 -0.4
0.6 0.1 1.0
0.4 1.2 1.7
0.8 -1.2 -3.3
2.8 -1.2 -1.2
0.2 -0.3 -0.4
1.2 1.5 2.0
1.0 -0.2 0.9

The largest force on an atom is 5.03 eV Å⁻¹. As for the energy relative to the best compared isomer or geometry (same formula, charge and spin): 3.326 eV. The HOMO-LUMO gap comes out at 0.355 hartree. Its total charge is +1.

=====

Record 2
Computed, not measured: the molecule C4H9BO2 in a non-equilibrium geometry, with ωB97M-V with the def2-TZVPD basis set.

Each line ends with the natural charge from an NBO analysis.
Positions of all 16 atoms, in Å:
B1 1.974757 -1.496131 -0.768670  1.108
C1 -0.127031 0.650166 -0.409914  -0.419
C2 0.118829 -0.181539 -1.693775  -0.074
C3 -0.584999 -0.205766 0.722031  0.081
C4 -0.969509 0.779632 1.896958  -0.654
O1 1.289754 -1.021382 -1.653587  -0.706
O2 0.402935 -1.112677 1.019239  -0.856
H1 2.932315 -2.030781 -0.434976  -0.075
H2 0.958633 1.106463 -0.135901  0.192
H3 -0.772663 1.503127 -0.792791  0.220
H4 -0.885030 -0.770943 -1.853585  0.210
H5 0.222477 0.517509 -2.641845  0.204
H6 -1.358972 -0.742257 0.235339  0.129
H7 -1.856280 0.390540 2.376651  0.211
H8 -1.359266 1.785647 1.638736  0.198
H9 0.014048 0.828391 2.496091  0.231

Cartesian forces, eV/Å:
-0.8 -0.4 4.4
3.4 1.9 -2.1
-2.7 1.7 -1.5
1.0 1.7 -0.1
0.9 -0.8 -0.1
-1.8 1.2 -3.2
1.9 -0.7 -0.6
0.5 -0.3 0.3
-2.4 -0.7 -0.4
0.4 -1.0 0.9
2.4 0.3 0.1
0.1 -1.6 2.0
-2.0 -0.6 0.3
0.3 -0.6 1.1
0.8 -0.3 -0.5
-1.9 0.0 -0.4

The largest force on an atom is 4.49 eV Å⁻¹. As for the energy relative to the best compared isomer or geometry (same formula, charge and spin): 5.599 eV. The HOMO-LUMO gap comes out at 0.315 hartree. Its total charge is 0.

=====

Record 3
Computed, not measured: a structure of composition C27H22MgN2O6S2, with ωB97M-V with the def2-TZVPD basis set.

Each line ends with the natural charge from an NBO analysis.
Positions of all 60 atoms, in Å:
Mg1 0.468017 -1.099097 -0.626204  1.776
C1 3.340273 -4.030308 1.295820  -0.719
C2 2.238240 -2.994014 1.362057  0.609
O1 1.319556 -3.063714 0.570037  -0.576
C3 2.306052 -1.925894 2.388062  -0.298
C4 2.804594 -2.223251 3.653954  -0.156
C5 2.791111 -1.296214 4.682760  -0.337
C6 2.265193 -0.028225 4.413336  -0.208
C7 1.796033 0.307648 3.163631  -0.270
C8 1.817569 -0.617289 2.080582  0.428
O2 1.471670 -0.264188 0.903590  -0.857
H1 3.370583 -4.409413 0.275994  0.249
H2 3.119404 -4.860131 1.973127  0.214
H3 4.304386 -3.608368 1.577590  0.214
H4 3.186897 -3.222591 3.841406  0.190
H5 3.162574 -1.549613 5.667649  0.189
H6 2.222961 0.712445 5.206646  0.187
H7 1.388077 1.291317 2.963652  0.199
O3 -1.564601 -1.619447 -3.739101  -1.019
S1 -1.428810 -0.986043 -2.444986  2.576
O4 -2.620768 -0.184130 -2.089980  -1.084
O5 -1.194208 -1.997970 -1.331787  -1.162
O6 -0.198877 -0.097072 -2.359123  -1.153
N1 4.341943 -4.058168 -6.620716  -0.449
C9 3.840471 -3.627683 -5.674218  0.341
C10 3.223911 -3.101113 -4.485100  -0.274
C11 2.268244 -3.842975 -3.788089  -0.176
C12 1.688342 -3.313202 -2.645608  -0.270
C13 1.984173 -2.036145 -2.121477  -0.438
C14 2.954888 -1.340993 -2.875253  -0.202
C15 3.569006 -1.831637 -4.016703  -0.217
H8 1.984118 -4.823534 -4.155749  0.191
H9 0.946332 -3.925657 -2.138662  0.203
H10 3.253418 -0.342703 -2.555557  0.170
H11 4.307747 -1.245370 -4.553799  0.189
N2 -1.197030 0.478912 0.409196  -1.173
S2 -2.671246 0.972641 0.119205  1.171
C16 -3.059304 1.940231 1.608490  -0.129
C17 -3.838274 1.303969 2.564876  -0.247
C18 -4.070065 1.903238 3.796621  -0.207
C19 -3.519535 3.144682 4.078685  -0.234
C20 -2.734447 3.780910 3.123564  -0.217
C21 -2.504948 3.183183 1.894156  -0.246
C22 -2.687349 2.377110 -1.008642  -0.121
C23 -3.786645 3.222327 -1.058293  -0.265
C24 -3.787921 4.289507 -1.944951  -0.222
C25 -2.695139 4.498488 -2.778090  -0.234
C26 -1.611573 3.631849 -2.730060  -0.212
C27 -1.601781 2.560022 -1.846203  -0.218
H12 -0.604518 1.268768 0.669348  0.345
H13 -4.251924 0.326312 2.345124  0.223
H14 -4.674332 1.393689 4.537636  0.200
H15 -3.696951 3.614773 5.038508  0.198
H16 -2.294096 4.747494 3.338711  0.202
H17 -1.892269 3.683530 1.153448  0.226
H18 -4.633733 3.056701 -0.401926  0.209
H19 -4.642013 4.955565 -1.986437  0.194
H20 -2.697576 5.327222 -3.476681  0.194
H21 -0.773567 3.769093 -3.402369  0.209
H22 -0.802284 1.824527 -1.841697  0.298

Cartesian forces, eV/Å:
0.4 -0.3 -0.4
0.0 -0.1 0.1
-0.1 0.3 0.2
-0.2 0.0 0.0
0.1 -0.2 -0.1
0.0 0.0 0.1
0.0 -0.1 -0.1
0.0 0.1 0.0
0.1 0.0 0.1
0.0 0.0 -0.2
-0.1 0.1 0.0
0.0 0.0 0.0
0.0 0.0 0.0
0.0 0.0 0.0
0.0 0.0 0.0
0.0 0.0 0.0
0.0 0.0 0.0
0.0 0.0 0.0
0.0 0.0 -0.1
0.2 0.0 0.6
-0.1 0.0 -0.3
0.0 0.1 -0.4
-0.4 -0.1 -0.1
0.0 0.0 0.0
-0.1 0.0 0.2
0.1 -0.1 -0.3
0.0 0.0 0.1
0.0 -0.1 0.1
0.0 0.1 0.0
0.1 0.1 0.2
0.0 0.0 0.1
0.0 0.0 0.0
0.0 0.0 0.0
0.0 0.0 0.0
0.0 0.0 0.0
-0.1 0.1 0.0
0.3 -0.2 0.3
0.0 0.0 0.1
0.0 0.0 0.0
0.0 0.0 0.0
0.0 0.0 0.0
0.0 0.0 0.0
0.0 0.0 0.0
-0.1 0.1 0.0
0.0 0.0 0.0
0.0 0.0 0.0
0.0 0.0 0.0
0.0 0.0 0.0
0.0 0.1 0.0
0.0 -0.1 0.1
0.0 0.0 0.0
0.0 0.0 0.0
0.0 0.0 0.0
0.0 0.0 0.0
0.0 0.0 0.0
0.0 0.0 0.0
0.0 0.0 0.0
0.0 0.0 0.0
0.0 0.0 0.0
0.0 0.0 0.0

The largest force on an atom is 0.62 eV Å⁻¹. As for the energy relative to the best compared isomer or geometry (same formula, charge and spin): 0.000 eV. The HOMO-LUMO gap comes out at 0.224 hartree. Its total charge is -2.

=====

Record 4
Computed, not measured: a cluster of 2 separate species, C5H2ClFN2 in total in a non-equilibrium geometry, with ωB97M-V with the def2-TZVPD basis set.

Each line ends with the natural charge from an NBO analysis.
Positions of all 11 atoms, in Å:
C1 -3.086603 0.772651 0.439172  0.136
C2 -1.729129 -1.039996 -0.918528  0.137
C3 -2.358168 -0.147729 -0.156905  -0.012
C4 1.066678 -0.481362 0.444004  -0.033
C5 2.470185 -0.021079 0.068735  -0.100
N1 -3.684171 1.631798 0.994902  -0.196
N2 -1.041018 -1.760448 -1.526475  -0.203
F1 2.466159 1.277712 -0.261569  -0.346
Cl1 -0.133507 0.624819 0.658504  0.184
H1 3.179239 -0.237834 0.968130  0.218
H2 2.850332 -0.618535 -0.709969  0.215

Cartesian forces, eV/Å:
-0.9 0.9 0.5
-0.5 0.3 0.2
-0.2 -0.6 -0.5
1.1 -1.3 0.0
-1.5 -0.3 3.0
0.6 -0.9 -0.5
0.1 -0.3 -0.2
0.8 1.6 -0.5
1.5 0.9 0.4
-1.3 0.4 -1.1
0.2 -0.8 -1.3

The largest force on an atom is 3.34 eV Å⁻¹. As for the energy relative to the best compared isomer or geometry (same formula, charge and spin): 6.187 eV. The HOMO-LUMO gap (alpha / beta) comes out at 0.233 / 0.236 hartree. Its total charge is 0.

=====

Record 5
Computed, not measured: a cluster of 2 separate species, C2H10N3O2P in total in a non-equilibrium geometry, with ωB97M-V with the def2-TZVPD basis set.

Each line ends with the natural charge from an NBO analysis.
Positions of all 18 atoms, in Å:
C1 1.456799 0.930518 0.696333  -0.436
C2 0.395451 -0.924241 1.891912  -0.444
N1 -2.170311 -1.002890 -1.386266  -1.229
N2 -0.939474 0.886542 -2.682468  -1.130
N3 0.297618 0.455363 1.386664  -0.117
O1 0.287541 -1.387989 -2.015581  -1.040
O2 -0.864992 0.701492 0.582522  -0.585
P1 -0.678253 -0.376018 -1.631419  2.146
H1 2.460677 0.716729 1.322148  0.202
H2 1.435895 0.345470 -0.192319  0.182
H3 1.426268 2.066917 0.690697  0.220
H4 1.209111 -0.841447 2.581882  0.205
H5 -0.544266 -1.163473 2.458499  0.215
H6 0.507679 -1.826366 1.111519  0.185
H7 -2.960438 -0.394346 -0.973189  0.424
H8 -2.498170 -1.685432 -2.048736  0.414
H9 -1.716374 1.344786 -2.213477  0.392
H10 -0.176289 1.504486 -2.739831  0.397

Cartesian forces, eV/Å:
1.9 1.2 2.9
-1.6 -0.7 -1.1
-2.3 1.4 1.3
-0.8 -0.7 0.9
-2.5 -0.3 -0.4
1.1 -0.3 -0.1
2.7 -1.7 -1.1
-1.5 0.5 2.1
-2.3 0.1 -1.4
0.7 0.1 -1.7
-0.1 -1.5 -0.9
0.6 -0.6 0.4
0.9 0.4 -0.5
0.1 2.1 1.2
2.0 -1.5 -0.8
0.0 -0.2 -0.1
-0.1 0.6 -0.5
1.1 1.0 -0.3

The largest force on an atom is 3.71 eV Å⁻¹. As for the energy relative to the best compared isomer or geometry (same formula, charge and spin): 2.240 eV. The HOMO-LUMO gap (alpha / beta) comes out at 0.279 / 0.276 hartree. Its total charge is 0.

=====

Record 6
Computed, not measured: a structure of composition C22H35BiNO5Si4, with ωB97M-V with the def2-TZVPD basis set.

Each line ends with the natural charge from an NBO analysis.
Positions of all 68 atoms, in Å:
Bi1 0.219249 -0.102898 -1.650908  1.344
O1 -2.683438 4.559747 -5.149944  -0.664
C1 -2.015518 3.794281 -4.241683  0.334
C2 -0.641944 3.881355 -4.069583  -0.313
C3 -0.031884 3.066774 -3.128921  0.145
N1 -0.743135 2.219914 -2.390618  -0.484
C4 -2.057667 2.120078 -2.575979  0.097
C5 -2.753895 2.893028 -3.482084  -0.281
C6 -2.748951 1.047382 -1.750163  0.764
O2 -3.955152 1.084422 -1.593145  -0.634
O3 -1.968973 0.137299 -1.252301  -0.814
C7 1.504949 3.085388 -2.929437  0.740
O4 2.108586 3.948815 -3.576882  -0.719
O5 1.941250 2.217905 -2.136032  -0.773
H1 -2.047405 5.127858 -5.598564  0.479
H2 -0.013691 4.553717 -4.640864  0.244
H3 -3.822918 2.790493 -3.589489  0.247
C8 -2.765366 -1.193669 1.907770  -1.116
Si1 -0.960978 -1.620740 2.171777  1.314
C9 -0.567954 -1.441996 4.010383  -1.101
C10 -0.674443 -3.431973 1.775773  -1.107
Si2 0.463366 -0.172639 1.012043  -0.449
Si3 2.710789 -0.753176 1.308466  1.283
C11 2.976157 -2.574683 0.922036  -1.106
C12 3.762652 0.288111 0.138999  -1.116
C13 3.349358 -0.461706 3.055411  -1.100
Si4 0.163571 2.052669 1.703663  1.319
C14 0.479105 2.294574 3.547565  -1.102
C15 -1.610598 2.570235 1.382224  -1.104
C16 1.357173 3.162909 0.784726  -1.136
H4 -3.391176 -2.019507 2.257029  0.225
H5 -2.989509 -0.997105 0.859974  0.268
H6 -3.037395 -0.299606 2.471854  0.231
H7 -1.267022 -2.047326 4.594090  0.226
H8 -0.649340 -0.410981 4.351053  0.230
H9 0.442557 -1.786504 4.234970  0.227
H10 -1.348265 -4.033760 2.392905  0.224
H11 0.349568 -3.728808 2.004584  0.228
H12 -0.860190 -3.667758 0.731301  0.253
H13 2.512958 -2.865830 -0.021989  0.240
H14 2.546481 -3.206003 1.700845  0.229
H15 4.046155 -2.790815 0.862547  0.226
H16 3.237867 0.625530 -0.757085  0.270
H17 4.648457 -0.267108 -0.178652  0.226
H18 4.100585 1.193869 0.646364  0.238
H19 2.807674 -1.055085 3.792859  0.229
H20 3.260738 0.586393 3.339484  0.231
H21 4.406484 -0.735654 3.107971  0.227
H22 -0.256834 1.783291 4.167277  0.224
H23 0.417479 3.363149 3.772099  0.228
H24 1.467757 1.947337 3.845078  0.228
H25 -2.286483 2.075358 2.081674  0.229
H26 -1.939757 2.313036 0.376923  0.243
H27 -1.716248 3.650510 1.510340  0.228
H28 2.346186 3.105487 1.246060  0.226
H29 1.022813 4.202104 0.841797  0.228
H30 1.470438 2.900957 -0.270367  0.293
C17 -1.003242 -5.030764 -2.387243  -0.241
C18 -2.010312 -4.144430 -2.027152  -0.209
C19 -1.712772 -2.814046 -1.759799  -0.258
C20 -0.405934 -2.335187 -1.855708  -0.409
C21 0.584974 -3.233853 -2.245761  -0.204
C22 0.301107 -4.572017 -2.496044  -0.242
H31 -1.234608 -6.069236 -2.589581  0.200
H32 -3.033221 -4.493541 -1.946825  0.201
H33 -2.508116 -2.138187 -1.470439  0.231
H34 1.613070 -2.895647 -2.361182  0.183
H35 1.094780 -5.251739 -2.785490  0.200

Cartesian forces, eV/Å:
-0.2 -0.2 -0.1
0.0 0.0 0.0
0.0 0.0 0.0
0.0 0.0 0.0
0.1 0.1 0.1
-0.1 -0.2 -0.1
0.0 0.0 0.1
0.0 0.1 0.0
0.1 0.0 0.0
-0.1 0.0 0.0
0.1 0.1 -0.1
-0.1 0.1 0.0
0.0 0.0 -0.1
0.0 -0.1 -0.2
0.0 0.0 0.0
0.0 0.0 0.0
0.0 0.0 0.0
0.0 0.0 0.0
0.1 0.0 0.0
0.0 0.0 0.0
0.0 0.0 0.0
0.1 0.1 0.2
0.1 0.1 -0.2
0.0 0.0 0.0
0.0 0.0 0.0
0.0 0.0 0.0
0.1 0.0 -0.1
0.0 0.0 0.0
0.0 0.0 0.0
0.0 0.0 0.1
0.0 0.0 0.0
0.0 0.0 -0.1
0.0 0.0 0.0
0.0 0.0 0.0
0.0 0.1 0.0
0.0 0.0 0.0
0.0 0.0 0.0
0.0 0.0 0.0
0.0 0.0 -0.1
0.0 0.0 0.0
0.0 0.0 0.0
0.0 0.0 0.0
0.0 0.0 0.0
0.1 0.0 0.0
0.0 0.0 0.0
0.0 0.0 0.0
0.0 0.1 0.0
0.0 0.0 0.0
0.0 0.0 0.0
0.0 0.0 0.0
0.1 0.0 0.0
-0.1 0.0 0.0
0.0 0.0 0.0
0.0 0.0 0.0
0.1 0.0 0.0
0.0 0.1 0.1
0.0 0.0 0.1
0.0 0.0 0.0
0.0 0.0 0.0
0.0 0.0 0.0
0.0 0.1 0.1
0.0 0.0 0.1
0.0 0.0 0.0
0.0 0.0 0.0
0.0 0.0 0.0
0.0 0.0 0.0
0.0 0.0 0.0
0.0 0.0 0.0

The largest force on an atom is 0.29 eV Å⁻¹. As for the energy relative to the best compared isomer or geometry (same formula, charge and spin): 0.301 eV. The HOMO-LUMO gap comes out at 0.281 hartree. Its total charge is -1.